1.
{
  "formula": "C38H53N4OP2SSr",
  "method": "ωB97M-V/def2-TZVPD",
  "elements": ["C", "C", "C", "C", "C", "H", "H", "H", "N", "P", "P", "C", "H", "H", "C", "H", "C", "C", "C", "C", "C", "H", "H", "H", "C", "H", "H", "H", "C", "H", "H", "H", "C", "H", "H", "H", "C", "H", "H", "H", "C", "H", "H", "H", "C", "H", "H", "H", "C", "H", "H", "H", "C", "H", "H", "H", "C", "H", "H", "H", "C", "H", "H", "H", "C", "H", "H", "H", "Sr", "C", "O", "N", "C", "C", "C", "C", "C", "H", "C", "H", "C", "H", "H", "H", "N", "C", "N", "C", "C", "C", "C", "C", "C", "S", "H", "H", "H", "H", "H", "H"],
  "xyz": [[-2.204, 0.000, -2.250], [-3.331, -0.613, -0.211], [-3.312, -0.314, -3.030], [-4.514, -0.864, -0.997], [-4.499, -0.732, -2.367], [-3.269, -0.206, -4.117], [-5.415, -1.198, -0.474], [-5.401, -0.952, -2.950], [-2.206, -0.105, -0.886], [-0.235, 1.834, -1.740], [-1.649, -0.968, 1.905], [-0.937, 0.539, -2.887], [-0.174, -0.255, -2.956], [-1.133, 0.903, -3.908], [-3.261, -0.889, 1.159], [-4.135, -1.350, 1.632], [-1.110, -2.832, 1.823], [-1.844, -0.503, 3.750], [1.524, 2.256, -2.362], [-1.434, 3.311, -2.044], [0.417, -2.941, 2.018], [0.698, -2.817, 3.076], [0.765, -3.940, 1.694], [0.960, -2.178, 1.440], [-1.818, -3.767, 2.821], [-1.522, -3.580, 3.866], [-2.916, -3.689, 2.741], [-1.543, -4.813, 2.584], [-1.529, -3.302, 0.409], [-1.001, -4.243, 0.165], [-2.614, -3.488, 0.370], [-1.303, -2.561, -0.370], [-0.576, -0.892, 4.533], [0.330, -0.489, 4.048], [-0.634, -0.465, 5.552], [-0.463, -1.983, 4.638], [-2.019, 1.022, 3.846], [-1.088, 1.550, 3.591], [-2.825, 1.378, 3.184], [-2.285, 1.284, 4.887], [-3.104, -1.148, 4.364], [-3.086, -2.246, 4.348], [-3.185, -0.828, 5.421], [-4.012, -0.803, 3.842], [-0.870, 4.578, -1.368], [-1.641, 5.370, -1.402], [-0.615, 4.406, -0.311], [0.020, 4.961, -1.895], [-2.820, 2.977, -1.439], [-3.331, 2.187, -2.010], [-2.773, 2.664, -0.389], [-3.439, 3.892, -1.496], [-1.675, 3.589, -3.544], [-2.391, 4.428, -3.625], [-0.766, 3.876, -4.091], [-2.136, 2.724, -4.050], [2.314, 0.932, -2.415], [1.904, 0.220, -3.152], [3.354, 1.158, -2.712], [2.336, 0.449, -1.426], [2.205, 3.151, -1.303], [2.159, 2.684, -0.306], [3.269, 3.280, -1.576], [1.751, 4.151, -1.239], [1.578, 2.926, -3.746], [1.034, 2.346, -4.512], [1.172, 3.950, -3.726], [2.634, 2.997, -4.068], [-0.464, 0.529, 0.331], [-1.179, 2.119, 1.175], [-1.499, 3.144, 1.650], [0.482, -1.042, -0.645], [0.995, -1.921, -1.234], [1.561, -3.008, -1.947], [2.964, -3.107, -2.121], [0.708, -4.004, -2.488], [3.497, -4.189, -2.826], [3.615, -2.336, -1.699], [1.261, -5.077, -3.191], [-0.373, -3.923, -2.343], [2.652, -5.174, -3.362], [4.581, -4.265, -2.959], [0.602, -5.846, -3.606], [3.077, -6.019, -3.913], [0.945, 3.129, 3.536], [1.954, 2.307, 2.996], [1.846, 1.368, 1.972], [3.113, 0.842, 1.795], [3.475, -0.157, 0.889], [4.827, -0.544, 0.776], [5.813, 0.044, 1.587], [5.454, 1.007, 2.525], [4.119, 1.376, 2.603], [3.499, 2.490, 3.631], [1.166, 3.747, 4.331], [0.021, 3.214, 3.168], [2.746, -0.637, 0.283], [5.116, -1.301, 0.062], [6.850, -0.251, 1.497], [6.194, 1.466, 3.171]],
  "atomic_forces_ev_per_a": [[-1.34, -0.46, -0.11], [0.26, 0.16, -0.50], [0.68, 0.24, 0.19], [-0.18, 0.02, -0.43], [0.09, -0.06, 0.65], [-0.04, -0.04, 0.41], [0.32, 0.14, -0.22], [0.37, 0.09, 0.26], [-2.38, -1.00, -1.84], [0.10, 4.10, -4.64], [-2.44, -3.39, 4.00], [0.31, -0.16, 0.20], [-0.38, 0.25, -0.07], [0.12, -0.04, 0.44], [0.11, 0.04, -0.15], [0.29, 0.23, -0.19], [-0.31, 0.06, 0.15], [-0.41, -0.47, -0.14], [-0.26, 0.01, -0.26], [0.17, -0.11, -0.58], [0.00, -0.04, 0.06], [-0.08, -0.06, -0.41], [-0.11, 0.38, 0.12], [-0.09, -0.31, 0.23], [0.02, -0.16, 0.03], [-0.12, -0.10, -0.43], [0.42, -0.03, 0.01], [-0.11, 0.37, 0.09], [-0.01, -0.07, -0.05], [-0.20, 0.30, 0.13], [0.41, 0.06, 0.01], [-0.16, -0.33, 0.25], [-0.04, -0.02, 0.09], [-0.24, -0.14, 0.15], [0.02, -0.16, -0.37], [-0.05, 0.48, -0.03], [-0.11, -0.04, 0.05], [-0.26, -0.31, 0.23], [0.19, -0.14, 0.28], [0.13, -0.04, -0.41], [-0.03, 0.11, 0.26], [0.01, 0.48, 0.01], [-0.03, -0.14, -0.35], [0.34, -0.13, 0.20], [-0.06, 0.05, -0.12], [0.30, -0.31, 0.02], [0.00, 0.13, -0.37], [-0.38, -0.14, 0.22], [-0.01, 0.09, -0.11], [0.17, 0.29, 0.26], [-0.19, 0.11, -0.40], [0.22, -0.36, 0.06], [-0.16, 0.20, -0.04], [0.24, -0.30, -0.03], [-0.39, -0.12, 0.23], [0.15, 0.35, 0.20], [0.06, 0.00, -0.06], [0.14, 0.26, 0.24], [-0.38, -0.10, 0.15], [0.10, 0.22, -0.46], [0.01, 0.06, -0.08], [0.07, 0.15, -0.24], [-0.40, -0.05, 0.13], [0.20, -0.39, -0.01], [0.16, 0.05, -0.06], [0.19, 0.21, 0.30], [0.20, -0.41, 0.01], [-0.38, -0.02, 0.10], [6.87, -6.46, -0.01], [-6.86, 16.41, 8.15], [1.51, -4.26, -2.09], [4.76, -7.10, -4.69], [-1.19, 1.75, 1.24], [0.50, -1.07, -0.71], [-0.38, -0.07, 0.00], [0.28, 0.21, 0.09], [-0.19, 0.03, 0.03], [-0.21, -0.28, -0.17], [0.14, 0.13, 0.09], [0.40, -0.04, -0.08], [-0.20, 0.34, 0.23], [-0.47, 0.04, 0.06], [0.28, 0.34, 0.18], [-0.18, 0.36, 0.24], [1.76, -0.71, 0.02], [-2.61, -0.71, -1.74], [-0.43, 2.53, 2.71], [0.25, -0.50, -0.52], [1.57, -0.12, 0.16], [-0.78, 0.68, 0.55], [-0.40, 0.18, 0.12], [0.26, -0.58, -0.55], [1.24, -1.54, -1.27], [-0.10, 2.22, 2.30], [-0.06, -0.73, -0.90], [0.01, -0.18, -0.22], [-0.49, -0.25, -0.30], [-0.05, -0.07, -0.03], [-0.06, -0.03, -0.04], [-0.05, -0.06, -0.05]],
  "e_lumo_ev": -3.68,
  "spin_multiplicity": 1,
  "e_homo_ha": -0.3186,
  "charge": 1,
  "gap_ev": 4.99
}



2.
{
  "formula": "C23H47BF3O13",
  "method": "ωB97M-V/def2-TZVPD",
  "elements": ["C", "C", "C", "C", "C", "C", "B", "C", "C", "C", "C", "O", "C", "F", "F", "F", "H", "H", "H", "H", "H", "H", "H", "H", "H", "H", "H", "H", "H", "H", "H", "H", "H", "H", "H", "H", "H", "H", "H", "C", "O", "C", "O", "O", "C", "H", "H", "H", "H", "H", "H", "C", "O", "C", "O", "O", "C", "H", "H", "H", "H", "H", "H", "C", "O", "C", "O", "O", "C", "H", "H", "H", "H", "H", "H", "C", "O", "C", "O", "O", "C", "H", "H", "H", "H", "H", "H"],
  "xyz": [[2.289, 4.415, 3.028], [2.263, 2.862, 3.588], [0.993, 1.985, 3.029], [-0.362, 2.922, 2.740], [-1.605, 1.859, 2.572], [-2.910, 2.442, 1.772], [-3.543, 3.832, 2.378], [-2.756, 5.097, 1.637], [-3.449, 3.992, 4.011], [-3.965, 2.696, 4.872], [-5.177, 3.811, 2.000], [-5.602, 4.971, 1.201], [-6.375, 5.943, 1.989], [-7.639, 5.392, 2.569], [-5.534, 6.663, 3.015], [-6.809, 7.010, 1.013], [1.771, 4.550, 1.976], [1.854, 5.108, 3.869], [3.435, 4.719, 2.918], [2.287, 2.883, 4.781], [3.257, 2.349, 3.242], [0.669, 1.264, 3.923], [1.234, 1.288, 2.119], [-0.448, 3.633, 3.666], [-0.208, 3.629, 1.791], [-1.179, 0.963, 1.908], [-1.867, 1.350, 3.619], [-2.537, 2.696, 0.667], [-3.689, 1.564, 1.637], [-2.622, 4.889, 0.472], [-1.675, 5.290, 2.067], [-3.335, 6.133, 1.770], [-4.180, 4.892, 4.299], [-2.377, 4.343, 4.393], [-4.607, 3.082, 5.780], [-4.539, 1.968, 4.157], [-2.991, 2.179, 5.325], [-5.432, 2.848, 1.344], [-5.792, 3.670, 3.003], [5.292, 0.127, 0.119], [3.892, -0.096, -0.036], [3.567, -0.890, -1.088], [4.352, -1.400, -1.871], [2.216, -1.017, -1.117], [1.726, -1.832, -2.180], [5.437, 0.774, 0.989], [5.816, -0.817, 0.301], [5.702, 0.636, -0.760], [2.107, -2.855, -2.090], [1.993, -1.402, -3.151], [0.636, -1.864, -2.106], [4.319, -1.314, -4.739], [4.881, -2.241, -5.665], [4.456, -2.081, -6.944], [3.663, -1.239, -7.336], [5.065, -3.020, -7.711], [4.710, -2.971, -9.091], [4.728, -1.534, -3.750], [4.593, -0.288, -5.005], [3.230, -1.425, -4.694], [5.000, -2.011, -9.531], [3.637, -3.149, -9.220], [5.255, -3.765, -9.609], [-7.613, 0.990, 4.488], [-6.892, -0.085, 5.087], [-7.546, -1.273, 5.070], [-8.655, -1.475, 4.599], [-6.753, -2.199, 5.666], [-7.317, -3.508, 5.721], [-6.997, 1.891, 4.558], [-7.804, 0.785, 3.430], [-8.551, 1.172, 5.023], [-7.496, -3.893, 4.712], [-8.242, -3.506, 6.305], [-6.598, -4.165, 6.217], [6.371, -5.258, -6.812], [7.091, -6.333, -6.213], [6.438, -7.522, -6.230], [5.329, -7.724, -6.701], [7.231, -8.447, -5.634], [6.667, -9.756, -5.580], [6.987, -4.357, -6.743], [6.180, -5.463, -7.871], [5.433, -5.076, -6.277], [6.488, -10.141, -6.589], [5.741, -9.754, -4.995], [7.386, -10.413, -5.083]],
  "atomic_forces_ev_per_a": [[1.10, -0.21, 0.53], [0.23, 0.01, -0.41], [-0.89, 0.21, 1.19], [0.90, -0.81, 0.13], [0.32, -0.63, -0.77], [1.28, -1.41, -0.68], [0.12, 0.24, -0.23], [0.51, 1.70, -0.76], [-0.26, 1.00, 1.88], [1.06, 0.69, 0.33], [-0.29, -2.53, 0.68], [-3.70, 3.56, 3.49], [0.97, 0.10, -2.45], [4.15, 2.00, -1.32], [-3.35, -2.45, -2.95], [1.22, -3.24, 3.35], [0.97, -0.26, 2.40], [0.54, -1.17, -2.00], [-2.42, -0.50, 0.15], [-0.18, -0.04, -2.64], [-1.79, 0.85, 0.70], [0.69, 1.37, -1.97], [-0.27, 1.56, 1.60], [-0.16, -1.36, -1.75], [-0.50, -1.82, 1.98], [-0.66, 1.74, 1.40], [0.50, 1.38, -2.20], [-0.69, -0.75, 2.08], [1.48, 1.42, 0.38], [-0.29, 0.65, 2.22], [-1.96, -0.40, -0.78], [1.27, -2.04, -0.43], [1.56, -1.66, -0.47], [-2.15, -0.81, -0.63], [1.01, -1.14, -1.75], [1.00, 1.18, 1.63], [-2.32, 0.73, -0.95], [0.22, 2.16, 1.10], [0.77, 0.62, -2.09], [0.49, 0.12, 0.11], [-0.42, -0.72, -0.94], [-0.14, 0.08, 0.17], [-0.99, 0.63, 1.48], [1.28, 0.19, 0.14], [-0.29, -0.28, -0.35], [-0.35, -0.13, -0.15], [-0.08, 0.15, -0.20], [-0.05, -0.23, 0.09], [0.07, 0.21, -0.11], [-0.01, -0.16, 0.29], [0.27, 0.20, 0.23], [0.05, 0.35, 0.54], [-0.24, -0.14, -1.53], [-0.40, 0.56, 0.22], [1.19, -1.30, 0.47], [-0.40, 0.71, 0.47], [-0.13, 0.01, -0.49], [-0.06, -0.15, -0.73], [-0.21, -0.15, -0.12], [0.27, 0.11, -0.24], [-0.21, -0.11, 0.13], [0.18, 0.20, 0.04], [0.01, 0.08, 0.36], [-0.24, 0.59, -0.28], [-0.47, -1.36, 0.15], [-0.25, 0.44, -0.26], [1.48, 0.13, 0.68], [-0.46, 0.61, -0.34], [-0.12, -0.35, 0.01], [0.11, -0.37, 0.10], [-0.08, -0.03, 0.24], [0.08, -0.17, -0.18], [-0.13, 0.13, 0.18], [0.06, 0.03, -0.25], [0.04, 0.37, -0.07], [-0.24, 0.48, -0.10], [-0.34, -1.34, 0.09], [-0.36, 0.23, -0.20], [1.57, 0.20, 0.66], [-0.44, 0.71, -0.39], [-0.16, -0.43, 0.04], [0.01, -0.40, 0.15], [-0.10, -0.06, 0.24], [0.20, -0.13, -0.22], [-0.13, 0.14, 0.19], [0.08, 0.03, -0.25], [0.04, 0.38, -0.07]],
  "e_lumo_ev": 1.68,
  "spin_multiplicity": 1,
  "e_homo_ha": -0.1947,
  "charge": -1,
  "gap_ev": 6.97
}



3.
{
  "formula": "C8H22N4",
  "method": "ωB97M-V/def2-TZVPD",
  "elements": ["C", "C", "C", "C", "C", "C", "C", "C", "N", "N", "N", "N", "H", "H", "H", "H", "H", "H", "H", "H", "H", "H", "H", "H", "H", "H", "H", "H", "H", "H", "H", "H", "H", "H"],
  "xyz": [[-0.219, 0.491, 0.036], [-2.197, 2.040, 0.222], [-0.079, 2.456, 1.185], [3.046, -0.563, 0.723], [2.849, 0.078, -1.685], [-2.173, -1.026, 0.956], [-0.284, -2.153, 0.012], [-1.819, -0.869, -1.332], [1.051, 0.582, -0.150], [-0.918, 1.447, 0.641], [2.064, -0.301, -0.446], [-1.084, -0.793, -0.029], [-2.642, 2.353, 1.156], [-1.913, 2.926, -0.385], [-2.855, 1.437, -0.415], [-0.718, 2.980, 1.932], [0.632, 2.008, 1.924], [0.423, 3.126, 0.596], [3.793, 0.248, 0.773], [2.328, -0.794, 1.532], [3.682, -1.506, 0.638], [2.428, 1.027, -1.890], [3.897, 0.077, -1.391], [2.509, -0.568, -2.536], [-1.782, -1.281, 1.935], [-2.809, -0.160, 1.029], [-2.763, -1.884, 0.612], [-1.048, -2.927, 0.083], [0.326, -2.336, -0.837], [0.377, -2.151, 0.868], [-2.104, -1.953, -1.650], [-2.711, -0.268, -1.410], [-1.117, -0.470, -2.033], [1.828, -1.274, -0.667]],
  "atomic_forces_ev_per_a": [[-5.03, -5.72, -1.67], [0.13, 0.15, -0.68], [-0.92, -0.82, 6.32], [0.01, -0.79, 0.58], [-1.00, -0.29, -0.43], [-0.16, -0.07, 1.21], [-0.69, 1.14, 0.98], [0.19, -1.60, -1.88], [5.21, 1.50, 0.12], [0.00, 3.36, -0.21], [1.20, -2.73, -0.31], [0.36, -2.52, -0.82], [-0.59, 0.24, -0.09], [-0.21, -0.21, 0.39], [0.40, -0.07, 0.57], [0.27, 0.37, -0.86], [-0.18, 0.11, -1.09], [0.92, 1.43, -2.13], [-1.01, 0.03, 0.57], [0.97, 0.85, 0.27], [-1.13, 0.94, -0.81], [0.41, 1.35, -0.48], [-0.08, -0.02, -0.70], [0.86, 0.28, 0.89], [0.20, 0.15, 0.14], [-0.17, 0.08, 0.03], [0.11, 0.35, 0.00], [0.36, 0.02, 0.06], [0.06, 0.13, -1.22], [-0.23, 0.00, 0.51], [0.57, 1.86, 0.89], [-0.18, 0.16, 0.53], [0.24, 0.02, -0.86], [-0.90, 0.32, 0.17]],
  "e_lumo_ev": [-5.96, -10.66],
  "spin_multiplicity": 3,
  "e_homo_ha": [-0.4913, -0.6731],
  "charge": 2,
  "gap_ev": [7.41, 7.66],
  "relative_energy_kcal_mol": 25.49
}



| no. | F_max (eV/Å) | E_tot (Eh) |
| --- | --- | --- |
| 1 | 19.56 | -2885.229201 |
| 2 | 6.21 | -2206.999382 |
| 3 | 7.80 | -536.127210 |